[1]
C6H4N2 as an isolated structure. Source: OMol25; level of theory: wB97M-V/def2-TZVPD.

Element x y z (Å)
C1 1.105 1.540 0.058
C2 -0.146 0.973 -0.013
C3 -0.751 -0.363 -0.069
C4 -0.161 -1.518 0.120
C5 1.388 -1.440 0.188
C6 -2.150 -0.469 -0.085
H1 0.862 2.805 0.091
H2 2.216 0.800 -0.347
H3 -1.154 1.899 0.281
H4 -0.437 -2.686 -0.010
N1 2.583 -1.046 -0.174
N2 -3.355 -0.494 -0.040

Summary:
largest force on an atom = 0.232 hartree/bohr
ΔE to the lowest compared entry with this formula, charge and spin = 6.477 eV
E = -340.28167 Ha
net charge = 0
HOMO level = -10.20 eV
HOMO-LUMO gap = 8.8 eV
LUMO = -1.423 eV

Computed Mulliken charges, given in elementary charges: atom 1 (C): -0.551, atom 2 (C): -0.294, atom 3 (C): 0.871, atom 4 (C): -0.248, atom 5 (C): 0.244, atom 6 (C): -0.059, atom 7 (H): 0.225, atom 8 (H): 0.355, atom 9 (H): 0.132, atom 10 (H): 0.304, atom 11 (N): -0.550, atom 12 (N): -0.429


[2]
A 2-piece molecular cluster, C6H4N2O overall. Source: OMol25; level of theory: wB97M-V/def2-TZVPD.

Element x y z (Å)
C1 1.091 0.306 -0.382
C2 0.619 -0.994 -0.662
C3 -0.631 -1.521 0.017
C4 -1.792 -0.571 0.067
C5 -2.652 0.250 0.314
C6 2.563 0.602 -0.355
H1 0.468 2.096 1.732
H2 -0.841 0.890 0.232
H3 1.212 -1.869 -1.201
H4 -3.171 1.259 0.290
N1 0.058 1.420 -0.129
N2 3.661 0.891 -0.502
O1 -0.586 -2.761 0.579

Summary:
largest force on an atom = 0.160 hartree/bohr
ΔE to the lowest compared entry with this formula, charge and spin = 9.323 eV
E = -415.42554 Ha
net charge = 0
HOMO level = -9.82 eV
HOMO-LUMO gap = 7.4 eV
LUMO = -2.403 eV

Computed Mulliken charges, given in elementary charges: atom 1 (C): 0.465, atom 2 (C): -0.307, atom 3 (C): 0.476, atom 4 (C): -0.240, atom 5 (C): -0.121, atom 6 (C): 0.106, atom 7 (H): 0.173, atom 8 (H): 0.319, atom 9 (H): 0.297, atom 10 (H): 0.354, atom 11 (N): -0.661, atom 12 (N): -0.345, atom 13 (O): -0.517